# 1
{
  "formula": "C29H27Cl3N4O2SiTa",
  "method": "ωB97M-V/def2-TZVPD",
  "symbols": ["O", "N", "C", "C", "C", "C", "H", "Ta", "C", "H", "H", "C", "H", "C", "C", "H", "H", "H", "H", "Cl", "C", "Cl", "C", "Si", "C", "C", "H", "H", "H", "H", "C", "C", "C", "H", "C", "C", "H", "C", "C", "H", "N", "C", "H", "H", "H", "C", "C", "H", "C", "C", "C", "H", "H", "Cl", "H", "H", "C", "H", "H", "C", "O", "C", "H", "C", "H", "N", "N"],
  "positions_angstrom": [[0.225571, 0.021919, -1.817556], [-2.338982, 0.185895, -1.769138], [2.473985, 4.534442, 1.322026], [0.799262, -0.885035, 3.650054], [3.382253, -1.230344, -3.220220], [-3.267142, -1.390752, 2.326256], [0.158444, -2.194683, -2.785089], [-0.766966, 1.362324, -0.810934], [0.701367, 5.066377, 2.844161], [0.306294, 5.676923, 3.645270], [2.958285, -1.701062, 0.084284], [-2.364885, -1.139774, -1.408508], [3.464875, 4.713369, 0.920485], [-1.829676, -1.163711, 2.744924], [-3.656803, -2.870471, 2.386795], [2.358936, -2.531293, 1.532075], [-1.782871, -2.487194, 0.175619], [-4.670990, -3.023491, 2.016333], [0.025914, -1.400808, 5.587616], [-2.066352, 4.051834, -4.251413], [0.515053, -0.671129, 2.309333], [-2.606414, 2.923488, -0.927871], [-1.502543, -1.365740, 4.084988], [-0.894215, 3.034398, -2.971892], [-0.071569, 4.040625, 2.329045], [1.694699, 3.512898, 0.771581], [-2.293586, -1.632091, 4.778503], [-1.059919, 3.826761, 2.713916], [-3.912030, -0.828803, 3.004455], [-3.613554, -3.240975, 3.411301], [-1.737237, -1.467683, -0.201497], [0.422790, 3.283228, 1.286449], [2.240846, 2.651450, -0.251611], [-3.459173, -1.004728, 1.324695], [1.653915, -0.487597, 1.340822], [-0.206109, -1.224783, 4.544809], [-3.471484, -2.893740, -2.172641], [3.017674, -3.430904, -4.118737], [-3.203994, 0.324863, -2.796767], [2.572811, 6.125638, 2.749431], [1.542818, 1.819102, -0.938591], [-3.772682, -0.902907, -3.124795], [3.315554, 2.654220, -0.417144], [-3.396302, 1.288240, -3.247551], [1.362343, 0.171947, 0.530047], [1.976606, 5.321054, 2.341097], [3.863556, -2.357133, -3.861456], [1.826282, -0.801292, 3.989461], [1.685023, -3.379488, -3.733154], [-0.806723, -0.799830, 1.866852], [-3.237680, -1.841226, -2.234426], [1.286342, -2.270957, 0.152313], [-2.975873, -3.485702, 1.794111], [0.121469, 4.474792, -1.901246], [2.493155, -0.022379, 1.860171], [4.902218, -2.404121, -4.163152], [1.195535, -2.251658, -3.091698], [1.027701, -4.216249, -3.933807], [-4.503545, -1.079061, -3.898339], [2.094921, -1.828318, 0.740972], [-0.339264, 2.320814, 0.720273], [2.044264, -1.177164, -2.836592], [3.398583, -4.307965, -4.626193], [1.521244, -0.009423, -2.119649], [4.029022, -0.388741, -3.012136], [-1.132584, -0.541861, 0.490688], [2.281538, 0.945664, -1.727408]],
  "forces_ev_per_a": [[0.5, -0.5, -0.6], [-0.1, 0.4, 0.2], [0.1, 0.1, 0.0], [-0.1, 0.0, 0.1], [0.0, 0.0, 0.0], [0.0, 0.1, 0.1], [0.0, 0.0, 0.0], [0.4, -2.3, 0.1], [0.0, 0.0, 0.0], [0.0, 0.0, 0.0], [0.0, 0.0, 0.0], [0.1, -0.1, 0.0], [0.0, 0.0, 0.0], [-0.2, 0.0, 0.1], [0.0, 0.0, 0.0], [0.0, 0.0, 0.0], [-0.1, 0.1, 0.1], [0.0, 0.0, 0.0], [0.0, 0.1, 0.0], [0.0, -0.2, -0.3], [0.2, -0.1, -0.1], [-0.1, 0.4, -0.4], [0.0, 0.0, 0.1], [-0.2, 0.5, 0.8], [-0.2, 0.0, 0.2], [0.4, -0.2, -0.3], [0.0, 0.0, 0.0], [0.0, 0.0, 0.0], [0.0, 0.0, 0.0], [0.0, 0.0, 0.0], [0.1, -0.2, 0.0], [-0.2, -0.1, -0.1], [0.0, 0.2, 0.2], [0.0, 0.1, 0.1], [-0.1, -0.2, 0.0], [0.0, 0.0, -0.1], [0.0, 0.1, 0.0], [0.0, 0.0, 0.0], [0.1, -0.1, 0.0], [0.0, 0.0, 0.0], [-0.7, 0.0, -0.3], [0.0, -0.1, 0.0], [0.0, 0.0, 0.0], [0.0, 0.0, 0.0], [0.1, 0.0, 0.1], [0.0, 0.0, 0.0], [0.0, 0.0, 0.0], [0.0, 0.0, 0.0], [0.0, 0.0, 0.0], [0.1, 0.1, 0.0], [-0.2, 0.0, -0.2], [0.0, 0.0, 0.0], [0.0, 0.0, 0.0], [0.2, 0.4, -0.4], [0.0, 0.1, 0.0], [0.0, 0.0, 0.0], [0.0, 0.0, 0.0], [0.0, 0.0, 0.0], [0.1, 0.0, 0.0], [0.0, 0.1, 0.0], [0.0, 0.4, 1.1], [-0.2, 0.0, -0.1], [0.0, 0.0, 0.0], [-0.1, 0.0, 0.1], [0.0, 0.0, 0.0], [0.3, 1.1, -0.6], [0.2, 0.4, 0.1]],
  "gap_ev": 6.65,
  "homo_ev": -10.9726,
  "e_tot_ev": -87563.5659,
  "total_charge": 1,
  "fmax_ev_per_a": 2.350
}

---

# 2
{
  "formula": "C29H27ClO2PV",
  "method": "ωB97M-V/def2-TZVPD",
  "symbols": ["H", "H", "V", "C", "C", "H", "H", "C", "H", "H", "H", "C", "C", "H", "C", "C", "H", "C", "C", "H", "C", "C", "C", "C", "H", "H", "C", "H", "C", "H", "C", "C", "H", "O", "C", "C", "H", "H", "C", "C", "C", "C", "C", "H", "C", "H", "O", "H", "C", "C", "H", "H", "H", "C", "C", "H", "H", "Cl", "H", "H", "P"],
  "positions_angstrom": [[1.895310, 1.585202, -2.832383], [-2.048405, -0.399878, -2.025002], [-1.175565, -0.421816, 0.474789], [0.509999, -0.534141, -1.463146], [1.179973, 4.660428, 0.642895], [-6.164207, 0.013519, 0.699742], [0.315118, 2.224300, -2.417190], [0.012480, 3.924787, 0.758506], [-1.750995, 1.828208, 1.525499], [-1.886016, 2.125899, -0.199799], [-6.257152, -0.975045, -1.549117], [-2.928598, -0.370794, -1.393226], [0.031664, -1.840818, -1.235384], [-4.001750, 0.752145, 1.663875], [-0.565942, -2.572036, -2.261711], [-0.230607, -0.683870, -3.723253], [-1.119666, -2.541512, -4.327036], [-2.059045, -2.934375, 2.643521], [4.104276, -1.022770, 2.406750], [2.594350, 1.645470, 2.691201], [-1.224823, 1.734110, 0.572262], [0.826710, 1.476554, -3.023723], [2.289813, 0.619846, 2.906057], [-2.912983, 0.142904, -0.106577], [1.200464, 0.585937, 2.836720], [-2.859670, -2.483150, 3.218491], [-5.302512, -0.661386, -1.149516], [3.364984, 2.212281, -0.212661], [-4.159348, -0.798313, -1.909065], [2.557054, 0.405792, 3.939198], [-5.251651, -0.091298, 0.127375], [4.307914, -2.185761, 0.304369], [5.661708, -2.414868, 1.951317], [0.268957, -2.367048, 2.316621], [-4.053379, 0.330443, 0.668511], [1.244779, 1.967040, 0.150549], [-0.911488, 4.412245, 1.042201], [-0.329379, -0.253685, -4.712398], [2.430964, 2.697852, 0.042441], [4.771599, -1.920257, 1.586590], [-0.863642, -2.051818, 2.448704], [0.042293, 2.552245, 0.516155], [2.387719, 4.054689, 0.283211], [-4.212360, -1.188238, -2.916898], [2.958104, -0.360654, 1.984466], [4.480821, -0.830022, 3.403249], [-1.252502, -0.671137, 2.187198], [0.228175, -2.345342, -0.282710], [0.356641, 0.083464, -2.721760], [2.498571, -0.640228, 0.685065], [-0.899085, -3.585198, -2.082440], [-1.750590, -3.901890, 3.026453], [0.646226, 1.708651, -4.070570], [3.167374, -1.547281, -0.143980], [-0.681908, -1.986561, -3.507875], [2.809349, -1.746848, -1.146802], [3.284784, 4.652826, 0.205732], [-2.642599, -3.141474, 0.947613], [4.830094, -2.878234, -0.340294], [1.159157, 5.723367, 0.843557], [1.078431, 0.227512, 0.053649]],
  "forces_ev_per_a": [[0.0, 0.0, 0.0], [0.0, 0.0, 0.0], [-0.4, 0.5, -0.4], [0.2, 0.2, -0.1], [0.1, 0.0, 0.0], [0.0, 0.0, 0.0], [0.0, 0.0, 0.0], [0.1, -0.1, -0.1], [0.1, 0.1, 0.0], [0.0, 0.1, 0.1], [0.0, 0.0, 0.0], [-0.1, -0.1, 0.0], [-0.2, -0.1, 0.1], [0.0, 0.0, 0.0], [0.1, 0.0, 0.1], [0.0, 0.0, 0.0], [0.0, 0.0, 0.0], [0.0, -0.1, -0.2], [0.0, 0.0, 0.0], [0.0, 0.0, 0.0], [0.1, 0.0, -0.1], [0.0, 0.0, 0.0], [-0.1, 0.0, 0.1], [0.1, 0.1, 0.1], [0.0, 0.0, 0.0], [0.1, 0.0, 0.1], [0.0, 0.0, 0.1], [0.0, 0.0, 0.0], [0.1, 0.0, 0.0], [0.0, 0.0, 0.0], [-0.1, 0.0, 0.0], [0.0, 0.0, 0.1], [0.0, 0.0, 0.0], [-0.1, 0.0, 0.2], [0.1, -0.1, -0.1], [0.0, 0.2, 0.0], [0.0, 0.0, 0.0], [0.0, 0.0, 0.0], [0.0, 0.0, 0.0], [0.0, 0.0, 0.0], [0.0, 1.0, -0.1], [-0.1, 0.1, 0.1], [-0.1, 0.1, 0.0], [0.0, 0.0, 0.0], [0.0, 0.0, 0.0], [0.0, 0.0, 0.0], [0.3, -1.5, -0.1], [0.1, 0.0, 0.0], [-0.1, -0.2, 0.0], [0.0, -0.1, 0.0], [0.0, 0.0, 0.0], [-0.1, 0.0, 0.0], [0.0, 0.0, 0.0], [0.0, -0.1, -0.1], [0.0, 0.0, 0.0], [0.0, 0.0, 0.0], [0.0, 0.0, 0.0], [0.1, 0.1, 0.2], [0.0, 0.0, 0.0], [0.0, 0.0, 0.0], [0.1, -0.1, 0.2]],
  "gap_ev": 6.83,
  "homo_ev": -14.5960,
  "e_tot_ev": -82088.1260,
  "total_charge": 2,
  "fmax_ev_per_a": 1.497
}

---

# 3
{
  "formula": "C29H27CoN4OP2Se2",
  "method": "ωB97M-V/def2-TZVPD",
  "symbols": ["C", "O", "C", "C", "C", "H", "C", "H", "C", "H", "H", "H", "C", "H", "H", "N", "H", "H", "H", "H", "C", "H", "C", "H", "C", "C", "Co", "C", "H", "N", "C", "C", "C", "H", "C", "C", "C", "H", "H", "C", "C", "H", "C", "P", "C", "C", "N", "C", "H", "H", "C", "P", "C", "C", "N", "H", "Se", "C", "H", "Se", "H", "H", "H", "H", "C", "H"],
  "positions_angstrom": [[2.351508, -1.423706, 0.020573], [1.646100, -0.714314, -0.687756], [1.356354, 3.539487, 5.558504], [-1.395970, 4.935247, 2.937454], [3.840464, -1.212749, 0.124646], [3.676693, 2.462695, 8.435134], [-2.077488, -0.384661, -0.282057], [1.516589, -0.809072, 6.080907], [2.396797, 4.362938, 5.947252], [-2.527298, 2.081923, 1.484120], [1.127604, 5.519252, 1.861398], [4.019913, -0.404306, 0.836914], [-0.399860, -2.230998, 8.482888], [-2.710184, -1.008501, 0.367654], [-0.409780, -3.075784, 9.160491], [1.836949, -2.439508, 0.744185], [2.533949, 1.534301, 2.525364], [-2.731014, 0.198313, -0.948379], [3.429760, 6.374316, 2.124240], [1.515445, -2.720535, 7.649763], [-3.774114, 3.667715, 2.241630], [-2.639093, 6.511408, 3.684245], [-0.001281, 1.161520, 2.676642], [-4.696779, 3.166455, 1.980025], [3.230288, 5.314241, 2.225044], [2.735506, 2.596730, 2.456897], [-0.261573, -0.054449, -0.034224], [-2.613527, 5.544805, 3.196148], [4.351898, -2.109062, 0.472535], [0.139296, -1.007519, 2.720872], [0.689716, -0.956053, 6.762479], [1.163244, 2.302143, 6.169663], [-3.799831, 4.917867, 2.848517], [-2.320999, -1.513304, 9.107850], [-1.371173, 3.692139, 2.319682], [1.674661, 3.477843, 2.238377], [-1.474508, -1.354054, 8.451943], [2.354998, -2.828616, 1.511782], [4.241317, -0.903028, -0.837134], [3.242663, 3.967137, 6.973726], [-1.467508, -0.272853, 7.583612], [2.537268, 5.319594, 5.460546], [0.680737, -2.030544, 7.633573], [-0.333440, 1.389769, 5.663254], [3.032063, 2.755637, 7.615467], [1.992659, 1.925849, 7.221556], [0.106677, 0.040461, 1.918291], [4.279659, 4.438244, 2.466999], [-4.747934, 5.401174, 3.049389], [4.054294, 4.612688, 7.286048], [4.026575, 3.076611, 2.575174], [0.078135, 2.739036, 1.817519], [1.936891, 4.839390, 2.096493], [-0.385542, -0.064781, 6.739047], [0.042321, -0.633856, 3.972385], [-0.480705, 5.427178, 3.242535], [-2.042020, 2.619086, 5.852133], [-0.053089, 0.711161, 4.014208], [5.291995, 4.811058, 2.556840], [0.052245, 2.484382, -0.322978], [-2.301262, 0.417468, 7.554292], [0.830781, -2.417409, 0.867926], [0.651128, 3.849973, 4.802506], [1.821399, 0.991158, 7.738506], [-2.565626, 3.056368, 1.971289], [4.844960, 2.387401, 2.743995]],
  "forces_ev_per_a": [[0.0, -0.3, 0.1], [0.4, 0.0, -0.1], [0.1, -0.2, 0.1], [0.1, -0.1, 0.0], [0.0, 0.0, 0.0], [0.0, 0.0, 0.0], [-0.5, 0.1, 0.4], [0.0, -0.1, 0.0], [0.0, 0.0, -0.1], [-0.1, 0.0, 0.0], [0.1, 0.0, 0.0], [0.0, 0.0, 0.0], [-0.1, 0.1, 0.0], [0.0, -0.1, -0.1], [0.0, 0.0, 0.0], [-0.1, 0.0, -0.1], [0.0, 0.0, 0.0], [0.0, -0.2, -0.2], [0.0, 0.0, 0.0], [0.0, 0.0, 0.0], [0.0, 0.0, 0.0], [0.0, 0.0, 0.0], [0.1, -0.2, 0.3], [0.0, 0.0, 0.0], [0.2, 0.1, 0.0], [-0.2, 0.1, 0.1], [-0.1, 0.1, -1.1], [-0.1, 0.1, 0.1], [0.0, 0.0, 0.0], [0.0, 0.0, -0.1], [-0.1, 0.0, 0.0], [-0.2, 0.2, 0.2], [0.0, 0.0, 0.0], [0.0, 0.0, 0.0], [0.0, 0.0, 0.1], [0.2, 0.1, 0.0], [0.1, -0.2, 0.1], [0.1, 0.0, 0.0], [-0.1, 0.0, 0.0], [0.0, 0.0, 0.1], [0.0, 0.1, -0.1], [0.0, 0.0, 0.0], [0.1, 0.0, 0.0], [-0.3, 0.2, -0.3], [0.1, 0.1, 0.0], [0.0, -0.1, -0.1], [0.2, 0.4, 1.0], [-0.1, -0.1, 0.0], [0.0, 0.0, 0.0], [0.0, 0.0, 0.0], [0.2, 0.1, 0.0], [-0.2, -0.4, -0.8], [-0.2, -0.1, 0.0], [0.2, -0.2, 0.1], [-0.1, 0.0, 0.1], [0.0, 0.0, 0.0], [0.1, 0.0, -0.1], [0.1, 0.0, -0.1], [0.0, 0.0, 0.0], [0.2, 0.3, 0.5], [0.0, 0.0, 0.0], [0.0, 0.0, 0.1], [0.0, 0.2, -0.1], [0.0, 0.1, 0.0], [0.1, -0.1, 0.0], [0.0, 0.0, 0.0]],
  "gap_ev": [3.91, 4.63],
  "spin_multiplicity": 4,
  "homo_ev": [-1.5176, -2.2366],
  "e_tot_ev": -225416.3436,
  "total_charge": -1,
  "fmax_ev_per_a": 1.106
}